[1]
A molecular structure, C44H44BrFeN8O2Te. Source: OMol25; level of theory: ωB97M-V with the def2-TZVPD basis set.

```
! RIJCOSX wB97M-V def2-TZVPD def2/J DEFGRID3
* xyz 1 5
Fe 0.42 0.24 0.55
Br 3.10 -8.41 3.60
C 2.31 -7.91 1.96
C 2.85 -8.36 0.76
C 2.25 -8.00 -0.43
C 1.15 -7.16 -0.43
C 0.59 -6.73 0.77
C 1.17 -7.11 1.97
N 0.54 -6.87 -1.69
N 0.31 -5.71 -2.04
C 0.76 -4.58 -1.27
C 2.03 -4.40 -0.80
C 2.45 -3.21 -0.19
C 1.57 -2.16 -0.03
O 1.85 -1.01 0.55
C 0.24 -2.33 -0.53
N -0.58 -1.25 -0.36
C -1.80 -1.30 -0.86
C -2.29 -2.43 -1.54
C -1.49 -3.53 -1.69
C -0.17 -3.50 -1.18
H 3.72 -9.00 0.77
H 2.63 -8.37 -1.37
H -0.29 -6.10 0.77
H 0.74 -6.80 2.91
H 2.75 -5.20 -0.91
H 3.47 -3.11 0.16
H -2.43 -0.43 -0.73
H -3.30 -2.41 -1.93
H -1.83 -4.41 -2.22
C -2.12 -0.05 2.31
N -2.75 -0.32 3.58
C -2.33 0.70 4.54
N -0.88 0.72 4.71
C -0.26 0.99 3.43
N -0.63 -0.04 2.40
C -0.21 -1.38 2.95
N -0.83 -1.65 4.22
C -2.28 -1.63 4.06
C -0.45 -0.60 5.17
H -2.45 0.92 1.93
H -2.41 -0.83 1.60
H -2.80 0.50 5.51
H -2.66 1.68 4.19
H 0.83 0.99 3.52
H -0.58 1.97 3.06
H 0.88 -1.37 3.04
H -0.49 -2.14 2.22
H -2.75 -1.84 5.02
H -2.58 -2.40 3.35
H 0.64 -0.61 5.29
H -0.91 -0.81 6.14
C -5.21 2.66 -5.33
C -4.09 2.55 -4.33
C -3.08 1.61 -4.49
C -2.03 1.50 -3.58
C -0.94 0.50 -3.85
C -2.03 2.36 -2.48
Te -0.43 2.24 -1.08
N 1.34 1.68 1.05
C 1.26 2.96 1.11
O 0.46 3.67 0.36
C 2.14 3.72 2.04
C 1.85 5.04 2.35
C 2.65 5.73 3.25
C 3.75 5.11 3.83
C 4.04 3.79 3.51
C 3.24 3.09 2.62
C 1.11 2.86 -2.35
C 0.92 4.13 -2.90
C 1.88 4.66 -3.75
C 3.01 3.92 -4.03
C 3.18 2.66 -3.48
C 2.24 2.10 -2.63
C 2.48 0.73 -2.05
C -3.03 3.31 -2.28
C -3.08 4.25 -1.10
C -4.05 3.39 -3.22
H -5.08 1.96 -6.14
H -5.25 3.67 -5.75
H -6.17 2.46 -4.85
H -3.09 0.96 -5.35
H -1.28 -0.27 -4.55
H -0.62 -0.02 -2.94
H -0.06 0.98 -4.28
H 1.00 5.52 1.89
H 2.42 6.76 3.50
H 4.37 5.65 4.52
H 4.91 3.31 3.96
H 3.46 2.06 2.37
H 0.03 4.71 -2.67
H 1.74 5.64 -4.17
H 3.77 4.32 -4.69
H 4.07 2.09 -3.72
H 3.17 0.17 -2.68
H 1.56 0.14 -1.98
H 2.91 0.79 -1.04
H -2.10 4.43 -0.65
H -3.73 3.85 -0.32
H -3.48 5.21 -1.40
H -4.83 4.13 -3.09
*
```

Results
Kohn-Sham gap (spin up / spin down) = 6.64 / 5.90 eV
ΔE to the lowest compared entry with this formula, charge and spin = 0.00 kJ/mol



[2]
A molecular structure, C44H44NO3SSeTe2V in a non-equilibrium geometry. Source: OMol25; level of theory: ωB97M-V with the def2-TZVPD basis set.

```
! RIJCOSX wB97M-V def2-TZVPD def2/J DEFGRID3
* xyz 0 3
V 0.44 -0.55 0.78
C -1.00 5.68 -1.02
C -0.30 4.44 -0.53
C 0.92 4.51 0.12
C 1.58 3.38 0.62
C 2.91 3.50 1.28
O 3.38 2.65 2.01
C 3.72 4.74 1.01
C 3.96 5.19 -0.28
C 4.77 6.30 -0.50
C 5.30 6.99 0.58
C 5.05 6.55 1.87
C 4.28 5.42 2.09
C 0.96 2.13 0.47
O 1.47 0.99 0.93
C -0.28 2.04 -0.21
C -0.88 3.18 -0.70
C -0.86 0.66 -0.25
N -1.24 0.12 1.01
C -1.72 0.92 2.13
C -2.94 1.78 1.87
Te -4.64 0.81 0.98
C -4.69 2.14 -0.66
C -4.69 1.65 -1.96
C -4.67 2.52 -3.04
C -4.63 3.89 -2.83
C -4.64 4.39 -1.53
C -4.68 3.52 -0.45
C -1.39 0.09 -1.50
C -0.95 0.55 -2.75
C -1.36 -0.05 -3.92
C -2.23 -1.14 -3.90
C -2.69 -1.60 -2.67
C -2.29 -0.98 -1.49
H -0.39 6.57 -0.86
H -1.95 5.83 -0.50
H -1.22 5.61 -2.09
H 1.38 5.48 0.26
H 3.53 4.66 -1.12
H 4.97 6.63 -1.51
H 5.91 7.87 0.41
H 5.47 7.08 2.72
H 4.10 5.05 3.09
H -1.82 3.09 -1.23
H -0.93 1.61 2.48
H -1.91 0.23 2.96
H -2.70 2.59 1.18
H -3.28 2.22 2.81
H -4.69 0.58 -2.14
H -4.66 2.12 -4.05
H -4.60 4.57 -3.67
H -4.63 5.46 -1.36
H -4.71 3.91 0.56
H -0.26 1.39 -2.79
H -1.01 0.33 -4.87
H -2.54 -1.62 -4.81
H -3.37 -2.44 -2.62
H -2.68 -1.32 -0.54
C 3.97 -7.27 0.80
C 2.89 -6.22 0.77
C 2.34 -5.73 1.95
C 1.35 -4.75 1.95
C 0.85 -4.25 3.28
C 0.91 -4.25 0.72
Se -0.42 -2.87 0.53
C 1.46 -4.70 -0.48
C 1.10 -4.16 -1.85
C 2.45 -5.68 -0.43
H 3.95 -7.83 1.73
H 4.96 -6.82 0.70
H 3.84 -7.97 -0.03
H 2.68 -6.12 2.90
H 1.53 -4.53 4.07
H -0.13 -4.66 3.52
H 0.74 -3.16 3.28
H 0.11 -3.71 -1.89
H 1.14 -4.96 -2.59
H 1.82 -3.39 -2.14
H 2.88 -6.03 -1.36
Te -2.33 -3.09 2.18
C -3.54 -4.14 0.87
C -4.45 -3.62 0.00
C -5.07 -4.61 -0.81
C -4.60 -5.86 -0.53
S -3.43 -5.85 0.70
H -4.67 -2.56 -0.06
H -5.82 -4.40 -1.56
H -4.90 -6.79 -0.99
C 4.71 -1.66 1.69
C 3.24 -1.65 2.02
O 2.44 -1.50 0.82
H 5.29 -1.87 2.58
H 5.03 -0.69 1.31
H 4.92 -2.42 0.94
H 3.00 -0.83 2.71
H 2.92 -2.59 2.46
H 2.80 -0.72 0.36
*
```

Results
Kohn-Sham gap (spin up / spin down) = 6.03 / 5.65 eV
ΔE to the lowest compared entry with this formula, charge and spin = 21.17 kJ/mol



[3]
A molecular structure, C44H45BeClFN3O4 in a non-equilibrium geometry. Source: OMol25; level of theory: ωB97M-V with the def2-TZVPD basis set.

```
! RIJCOSX wB97M-V def2-TZVPD def2/J DEFGRID3
* xyz -2 1
Be -0.04 0.01 -1.10
C -2.14 0.10 -5.40
C -1.34 0.84 -4.29
C -1.90 2.30 -4.02
C 0.14 0.85 -4.51
C 0.58 1.46 -5.71
C 1.85 1.44 -6.15
C 2.76 0.80 -5.33
C 2.43 0.14 -4.13
C 3.63 -0.51 -3.48
C 3.41 -1.58 -2.36
C 4.55 0.63 -2.98
C 1.05 0.10 -3.69
N 0.62 -0.55 -2.63
C 0.38 -1.91 -2.72
O 0.49 -2.57 -3.78
C -0.07 -2.48 -1.43
C -0.54 -3.76 -1.41
C -1.11 -4.30 -0.24
C -1.09 -3.46 0.81
C -0.55 -2.16 0.75
N -0.04 -1.67 -0.36
C -0.75 -1.47 2.10
O -1.79 -1.67 2.73
N 0.31 -0.74 2.45
C 0.51 -0.55 3.83
C -0.12 0.58 4.47
C 0.03 0.81 5.78
C 0.93 0.01 6.53
C 1.60 -1.05 5.90
C 1.50 -1.31 4.52
C 2.25 -2.52 3.96
C 1.79 -3.86 4.56
C 3.81 -2.34 4.13
C -1.13 1.48 3.71
C -2.65 1.25 4.12
C -0.78 2.98 3.99
H -3.22 0.06 -5.07
H -2.05 0.58 -6.38
H -1.79 -0.94 -5.50
H -1.53 0.30 -3.37
H -2.04 2.91 -4.91
H -2.84 2.17 -3.54
H -1.22 2.87 -3.34
H -0.19 2.00 -6.36
H 2.11 1.89 -7.10
H 3.80 0.63 -5.62
H 4.13 -0.97 -4.37
H 2.87 -1.14 -1.50
H 2.96 -2.49 -2.71
H 4.44 -1.76 -1.98
H 4.13 1.12 -2.08
H 5.46 0.15 -2.70
H 4.74 1.43 -3.73
H -0.40 -4.38 -2.27
H -1.46 -5.34 -0.24
H -1.65 -3.77 1.69
H -0.37 1.76 6.18
H 1.05 0.24 7.58
H 2.33 -1.60 6.46
H 2.08 -2.58 2.87
H 2.15 -4.05 5.57
H 0.69 -3.91 4.68
H 2.10 -4.72 3.98
H 4.08 -2.32 5.20
H 4.33 -3.16 3.68
H 4.25 -1.47 3.70
H -0.98 1.36 2.60
H -2.82 1.42 5.19
H -3.32 1.79 3.45
H -2.80 0.19 3.97
H -0.78 3.13 5.09
H 0.26 3.20 3.62
H -1.50 3.64 3.52
F 3.94 3.64 1.21
C 2.94 2.83 0.71
C 3.07 1.51 0.77
C 2.02 0.63 0.43
C 0.94 1.13 -0.21
C 0.82 2.48 -0.40
C 1.77 3.35 0.16
H 4.02 1.15 1.15
H 2.16 -0.44 0.63
H -0.09 2.83 -0.86
H 1.70 4.45 -0.04
Cl -8.47 0.56 -1.05
C -6.81 0.70 -0.77
C -6.26 1.90 -0.35
C -4.85 2.04 -0.20
C -4.01 0.92 -0.50
C -4.57 -0.27 -0.93
C -5.98 -0.38 -1.04
C -2.51 1.24 -0.45
O -2.19 2.29 0.20
O -1.63 0.46 -1.01
H -6.84 2.84 -0.14
H -4.43 2.96 0.21
H -3.93 -1.15 -1.01
H -6.43 -1.27 -1.39
*
```

Results
Kohn-Sham gap = 6.27 eV



Q: What is the formula in the second record?
A: C44H44NO3SSeTe2V